Entry from OMol25: C58H52GeIrN4O5PS3 as an isolated structure at a distorted geometry (ωB97M-V/def2-TZVPD).

The value obtained for the energy above the lowest of the compared OMol25 structures with the same formula, charge and spin is 293.7 kJ/mol. Its total charge is +2. The frontier orbital gap comes out at 5.53 eV. The highest occupied orbital energy is -11.8 eV. The calculation puts the strongest force on any atom at 2.9 eV/Å.

Each line ends with the Löwdin charge.
Geometry (Å):
Ir1 -0.3798 0.4227 0.7553  0.66
Ge1 0.4111 -0.0100 3.1919  0.95
S1 -0.2780 2.5740 1.6592  0.73
S2 0.7008 -2.2137 -2.4466  0.70
S3 -2.1703 1.4712 -0.6727  0.77
P1 -0.4596 0.1202 -3.4816  1.00
O1 -0.0920 -3.2047 -1.8244  -0.20
O2 -0.0542 -0.6990 -2.1693  -0.37
O3 3.4909 0.2587 0.5160  0.07
O4 -0.5023 -1.7094 0.7773  -0.15
O5 2.0686 -2.0421 -2.1241  -0.19
N1 -2.3742 4.1055 2.2194  -0.07
N2 -3.3723 3.8249 -0.3821  -0.07
N3 1.4819 -0.7919 0.5869  0.06
N4 3.4699 -2.0208 0.6908  -0.03
C1 0.7499 -1.9102 0.6956  -0.61
C2 -0.3403 -1.0221 -6.0957  -0.04
C3 2.8449 -0.7680 0.5664  -0.52
C4 0.9279 -1.8517 3.6511  -0.32
C5 0.4479 -3.2907 -6.3373  -0.01
C6 1.3790 1.7820 -4.7251  -0.05
C7 2.5994 -3.3827 4.4609  -0.07
C8 2.7480 -3.1600 0.7844  -0.03
C9 -0.4909 0.4162 6.3432  -0.03
C10 -0.6839 0.6423 7.6777  -0.06
C11 -1.3820 0.3654 4.0243  -0.24
C12 -0.0510 -1.0942 -4.7377  -0.26
C13 -2.8413 0.9094 5.9107  -0.17
C14 -3.7499 0.7867 3.6738  -0.08
C15 -4.3504 -0.7707 -2.9953  -0.04
C16 0.2967 -4.0654 4.3545  -0.06
C17 -0.1758 8.3412 3.6207  -0.07
C18 1.3946 -3.1683 0.7997  0.00
C19 1.6182 -4.3397 4.6777  -0.07
C20 -1.3365 8.0683 4.3269  -0.06
C21 0.5896 2.4907 -2.5482  -0.07
C22 -4.2560 1.2008 -4.3802  -0.06
C23 2.2569 -2.1436 3.9430  -0.12
C24 -3.6402 5.0409 0.3714  -0.07
C25 4.9247 -2.0422 0.6914  0.01
C26 -4.9892 0.2041 -3.7517  -0.04
C27 -5.3537 3.4427 -1.8021  -0.23
C28 -8.0702 2.8436 -1.9138  -0.06
C29 -3.9238 1.0219 5.0103  -0.03
C30 -6.2181 4.2426 -2.5380  -0.04
C31 -1.8329 3.2515 1.3559  -0.58
C32 -2.4743 0.4459 3.1936  -0.16
C33 0.4562 7.3307 2.9090  -0.06
C34 -1.5516 0.5591 5.4196  -0.18
C35 2.2218 3.7995 -3.7236  -0.03
C36 1.9059 1.2366 3.6008  -0.22
C37 -2.4857 2.9643 0.1124  -0.58
C38 -3.8763 3.7514 -1.7436  -0.11
C39 -3.0048 1.1457 7.2953  -0.03
C40 -1.8377 4.3837 3.5446  -0.10
C41 -2.2420 0.2386 -3.5125  -0.35
C42 -3.6324 4.7358 1.8578  -0.08
C43 -7.5710 3.9392 -2.6013  -0.06
C44 -1.8742 6.7892 4.3133  -0.04
C45 -0.0774 6.0531 2.8965  -0.04
C46 -1.9509 1.0227 8.1571  -0.06
C47 0.7203 -3.3689 -4.9781  0.00
C48 -0.0481 -2.8255 3.8398  -0.10
C49 -5.8588 2.3373 -1.1250  -0.05
C50 -2.8755 1.2245 -4.2639  -0.09
C51 -1.2448 5.7749 3.6028  -0.21
C52 0.4612 -2.2569 -4.2002  -0.25
C53 0.5735 1.5784 -3.6041  -0.26
C54 -2.9721 -0.7640 -2.8755  -0.09
C55 1.4140 3.5989 -2.6126  -0.04
C56 -0.0797 -2.1288 -6.8888  -0.02
C57 2.2018 2.8944 -4.7749  -0.04
C58 -7.2112 2.0419 -1.1745  -0.07
H1 -3.3227 2.9705 -2.2667  0.07
H2 -2.6546 4.2946 4.2652  0.14
H3 -1.8245 8.8499 4.8920  0.11
H4 -1.0761 -2.6098 3.5757  0.11
H5 5.2784 -1.0783 1.0483  0.09
H6 -5.1870 1.7004 -0.5619  0.10
H7 -4.9269 -1.5448 -2.5098  0.12
H8 0.2392 9.3386 3.6272  0.11
H9 -8.2334 4.5597 -3.1886  0.11
H10 -2.3499 0.2324 2.1328  0.04
H11 0.4113 5.2598 2.3444  0.08
H12 2.6172 1.2384 2.7743  0.01
H13 0.6431 -4.1445 -6.9695  0.13
H14 -9.1241 2.6075 -1.9597  0.11
H15 -4.7623 1.9531 -4.9683  0.12
H16 1.3682 7.5380 2.3668  0.11
H17 3.0232 -1.3939 3.7829  0.10
H18 1.8833 -5.2991 5.1008  0.11
H19 -4.9019 1.2778 5.3966  0.12
H20 0.4794 0.1054 5.9723  0.09
H21 2.4076 0.9003 4.5064  0.03
H22 0.8147 -4.0690 0.9017  0.13
H23 1.5476 2.2518 3.7503  0.00
H24 -2.0875 1.2094 9.2127  0.11
H25 2.8307 3.0580 -5.6379  0.12
H26 2.8637 4.6678 -3.7714  0.12
H27 -1.0792 3.6369 3.7764  0.10
H28 -2.7785 6.5774 4.8715  0.12
H29 1.4238 4.3068 -1.7961  0.12
H30 0.1353 0.5281 8.3738  0.11
H31 1.1039 -4.2753 -4.5323  0.14
H32 -0.4717 -4.8079 4.5207  0.11
H33 -4.6190 5.4204 0.0777  0.15
H34 -3.9833 1.4301 7.6593  0.12
H35 5.2809 -2.8364 1.3445  0.10
H36 -4.4700 4.0769 2.1141  0.15
H37 -5.8376 5.1079 -3.0674  0.12
H38 3.3137 -4.0764 0.8890  0.15
H39 -6.0652 0.1886 -3.8473  0.12
H40 3.6304 -3.5953 4.7083  0.11
H41 -3.7328 5.6598 2.4267  0.14
H42 -4.5815 0.8521 2.9838  0.10
H43 -0.3089 -2.0959 -7.9444  0.12
H44 -0.0389 2.3248 -1.6872  0.02
H45 -2.8852 5.8059 0.1539  0.15
H46 5.3077 -2.1948 -0.3188  0.10
H47 -0.7803 -0.1284 -6.5177  0.12
H48 -2.2926 2.0005 -4.7459  0.12
H49 -2.4672 -1.5174 -2.2830  0.12
H50 1.3654 1.0812 -5.5491  0.11
H51 -7.5938 1.1826 -0.6406  0.11
H52 -3.6793 4.7085 -2.2344  0.14

---

Entry from OMol25: C58H52N3O5Pd as an isolated structure at a distorted geometry (ωB97M-V/def2-TZVPD).

The spin multiplicity is 5. Its total charge is +1. The frontier orbital gap (spin up / spin down) comes out at 5.24 / 4.24 eV. The highest occupied orbital energy (spin up / spin down) is -8.5 / -10.0 eV. The calculation puts the strongest force on any atom at 4.6 eV/Å.

Each line ends with the Mulliken spin population.
Geometry (Å):
Pd1 0.3802 0.0320 0.7731  0.72
O1 1.5281 -4.4603 2.5651  0.04
O2 -0.4336 -4.2042 3.7937  0.00
O3 -0.6555 -1.7369 1.2503  0.20
O4 -3.6169 -0.3068 -4.8042  0.01
O5 1.8246 -0.9833 1.7500  0.73
N1 -4.2776 1.5431 -6.0287  0.00
N2 -0.7347 1.9050 -1.1080  0.00
N3 -3.0837 1.8111 -3.9994  0.01
C1 -3.8280 -4.5150 1.2095  0.00
C2 -1.5223 -0.7538 3.2695  -0.02
C3 -0.7762 5.3734 0.2641  0.08
C4 -0.4362 3.1037 -0.3858  -0.02
C5 0.4626 -4.2019 -1.2115  0.00
C6 -0.1452 -6.2670 2.5047  0.00
C7 -4.6650 -4.5617 2.2996  0.00
C8 3.7327 3.9603 -0.3841  0.07
C9 -2.4675 0.1564 -2.2940  0.36
C10 -2.3659 1.4341 -2.8795  -0.03
C11 5.2036 2.3855 0.7853  0.06
C12 -4.2152 -4.0539 3.5059  0.00
C13 5.9154 -3.1911 1.6827  0.01
C14 1.4274 -3.1031 2.7926  0.08
C15 6.2460 3.3053 0.6392  -0.03
C16 3.6062 -2.3845 1.9354  0.00
C17 0.7592 3.0119 0.4055  0.06
C18 2.1196 -2.2734 1.6514  0.03
C19 1.8127 -2.8498 0.3072  0.03
C20 -2.0277 -0.0315 -0.9528  0.14
C21 1.1986 4.2132 1.0857  0.08
C22 0.4948 -5.1628 3.3545  0.00
C23 -0.8325 1.3345 4.3551  0.01
C24 3.8880 2.7206 0.2711  0.06
C25 4.1239 -1.4543 2.8460  -0.02
C26 -3.0964 -3.2963 3.6312  0.00
C27 -2.8494 -0.3300 3.4289  0.00
C28 0.4460 5.3854 0.9810  -0.03
C29 -3.6200 0.9135 -4.9276  0.01
C30 -2.1479 1.7562 4.4994  0.00
C31 2.8828 1.6617 0.4658  -0.10
C32 4.5666 -3.4123 1.5543  0.00
C33 1.1804 -3.6390 -2.3320  0.02
C34 -2.2243 4.4329 -6.8938  0.00
C35 2.4900 -2.3189 -0.8663  0.00
C36 1.5008 1.7362 0.4447  0.22
C37 5.5534 -1.3574 3.0743  0.01
C38 -2.5747 3.2054 -6.5352  0.00
C39 -3.8975 2.7472 -6.7038  0.00
C40 2.1655 -2.6395 -2.1275  -0.01
C41 -2.3650 -2.9299 2.4529  0.03
C42 -2.6963 -3.6590 1.2369  0.00
C43 0.8109 -3.7716 0.0668  -0.02
C44 -0.5680 0.0333 3.8788  -0.05
C45 1.2368 -5.7862 4.4915  0.00
C46 -2.9803 6.8061 -7.4927  0.00
C47 -0.0104 -2.8527 3.3418  0.01
C48 6.4326 -2.2336 2.5360  0.00
C49 -4.4704 4.7911 -7.9174  0.00
C50 -1.1019 -2.0523 2.5004  0.04
C51 -1.3209 0.9247 -0.2125  -0.03
C52 4.8162 4.8569 -0.4541  -0.04
C53 -4.7979 3.4878 -7.5260  0.00
C54 -3.0861 0.9273 3.9043  0.00
C55 -1.1979 4.2825 -0.4778  0.01
C56 6.0862 4.5068 -0.0423  0.08
C57 -3.2090 5.2848 -7.5522  0.00
C58 -1.3582 2.2147 -2.3694  0.59
H1 7.1910 2.9633 1.0171  0.00
H2 0.7669 6.3035 1.4922  0.00
H3 7.4684 -2.1111 2.7834  0.00
H4 -1.9133 1.3076 0.6850  0.08
H5 -2.5336 7.1921 -8.4147  0.00
H6 -5.8568 3.1480 -7.7727  0.00
H7 3.5471 -0.7956 3.4217  0.00
H8 2.7671 3.9917 -0.8691  0.01
H9 2.0636 -2.7412 3.6412  0.03
H10 0.1449 1.4869 -1.4435  0.06
H11 0.5022 -0.2867 3.8680  0.01
H12 2.6713 -2.1169 -2.9287  0.00
H13 6.9062 5.1530 -0.1511  0.00
H14 -3.6227 -0.9330 3.0835  0.00
H15 -5.1240 5.3823 -8.5319  0.00
H16 2.0793 4.1609 1.7329  0.00
H17 0.8060 -6.8096 4.6497  0.00
H18 -5.5951 -5.0928 2.3217  0.00
H19 -4.8055 -4.2460 4.4186  0.00
H20 4.1498 -4.3033 0.9941  0.00
H21 -2.9659 -2.6644 4.5322  0.00
H22 -2.2643 7.0164 -6.6521  0.00
H23 -0.2165 -5.0268 -1.3663  0.00
H24 -4.1016 -4.9571 0.2388  0.00
H25 -3.2156 2.7764 -4.1268  0.00
H26 -4.1840 1.1930 3.8251  0.00
H27 -1.3594 6.2580 0.3077  0.00
H28 0.1030 -2.2488 4.2599  0.01
H29 3.2809 0.6440 0.6214  0.09
H30 -3.0948 -0.5695 -2.7046  0.01
H31 5.3031 1.4601 1.3888  0.01
H32 1.0354 -4.1387 -3.2846  0.00
H33 -2.1526 -0.9638 -0.4446  0.29
H34 -2.2766 -3.4235 0.2314  0.01
H35 1.0255 -5.3036 5.4596  0.00
H36 -0.5535 -5.8727 1.5218  0.00
H37 -3.9243 7.3515 -7.3088  0.00
H38 -1.0384 3.1873 -2.8630  0.01
H39 5.9134 -0.4608 3.5900  0.00
H40 6.5317 -3.8662 1.1091  0.00
H41 0.6895 -6.9907 2.2838  0.00
H42 -5.1208 1.1671 -6.3332  0.00
H43 -2.4133 2.6992 4.8933  0.00
H44 -1.3344 4.9293 -6.5601  0.00
H45 -1.8781 2.5666 -5.9280  0.00
H46 3.2274 -1.5051 -0.8387  0.01
H47 -1.0005 -6.6205 3.1005  0.00
H48 -2.1044 4.4037 -1.1309  -0.03
H49 2.3019 -5.9118 4.3050  0.00
H50 4.7864 5.7688 -0.9911  0.00
H51 -0.0751 2.0607 4.6494  0.00
H52 0.2277 -4.0818 0.9101  0.02

---

Entry from OMol25: C58H54Br2FN6O6P2Sr as an isolated structure at a distorted geometry (ωB97M-V/def2-TZVPD).

The value obtained for the energy above the lowest of the compared OMol25 structures with the same formula, charge and spin is 201.7 kJ/mol. Its total charge is -1. The frontier orbital gap comes out at 2.81 eV. The highest occupied orbital energy is -3.4 eV. The calculation puts the strongest force on any atom at 3.1 eV/Å.

Each line ends with the Löwdin charge.
Geometry (Å):
Sr1 0.9913 -0.0266 0.2853  1.46
Br1 5.2146 -2.6540 1.8366  0.76
Br2 1.8363 -6.9087 3.3796  0.69
P1 -1.3518 3.9250 0.4698  1.11
P2 1.9711 0.9629 3.0265  1.07
F1 1.9943 1.9774 -6.2363  0.05
O1 -2.1040 -2.2424 -1.3810  -0.03
O2 2.5376 -1.2266 1.4389  -0.33
O3 -0.6940 0.3834 -2.3697  0.05
O4 2.7130 0.8915 -3.2492  -0.04
O5 2.4090 0.8650 -1.0259  -0.28
O6 -4.2319 -1.8093 -2.0022  -0.03
N1 1.5042 2.7580 -10.8135  0.05
N2 -2.8510 -0.5855 -5.6829  -0.06
N3 0.4572 1.5153 -8.5307  -0.10
N4 -0.5796 1.0137 1.7426  -0.15
N5 0.8785 -1.9192 -1.2482  -0.09
N6 0.0282 -2.2455 1.5580  0.06
C1 -3.1845 -1.0838 -4.4401  0.01
C2 0.0493 1.0886 -7.2223  -0.19
C3 0.0765 2.9808 -10.4093  -0.09
C4 3.4556 -0.7827 4.7687  -0.09
C5 -3.0451 7.4473 -0.6516  -0.10
C6 3.0428 -1.1756 -2.1171  -0.10
C7 3.4489 -3.2979 2.1328  -0.59
C8 0.4727 4.1623 -3.2180  -0.09
C9 1.1868 4.4576 -0.5589  -0.10
C10 -4.5053 0.6760 -7.0237  -0.07
C11 4.6595 0.8519 3.4924  -0.11
C12 5.8425 -0.5740 5.0172  -0.12
C13 1.2182 4.6598 5.7412  -0.11
C14 2.6983 0.3308 -2.1361  -0.67
C15 3.4467 0.2559 3.8451  -0.39
C16 2.3862 -2.4330 1.8151  -0.46
C17 -2.7515 1.0568 2.3787  -0.09
C18 1.7777 4.5025 -2.8849  -0.09
C19 -1.9966 0.4683 3.4188  -0.09
C20 1.7658 -1.9713 -2.4063  -0.24
C21 -0.4733 3.9750 -2.2262  -0.09
C22 -1.6421 0.0531 -5.8338  -0.14
C23 1.7613 2.4265 4.1418  -0.34
C24 -0.6809 0.4578 2.9872  -0.45
C25 0.8154 1.3140 -6.0853  -0.19
C26 -2.5997 5.1035 -0.2097  -0.38
C27 -4.3647 7.1480 -0.9727  -0.12
C28 -0.0127 2.8355 -8.8977  -0.14
C29 -0.4631 -4.8106 2.4960  -0.04
C30 -1.2861 -0.0776 -3.3327  -0.30
C31 1.9876 1.4022 -10.3837  -0.09
C32 5.8468 0.4509 4.0797  -0.11
C33 3.2778 -4.6007 2.5944  -0.20
C34 -4.7993 5.8350 -0.8998  -0.10
C35 -1.1972 -2.6970 1.6420  -0.10
C36 2.0612 3.6568 6.1997  -0.10
C37 0.9196 3.4422 3.6916  -0.10
C38 0.5506 -0.0025 3.7169  -0.27
C39 -2.9982 -1.7350 -2.0855  -0.67
C40 0.6469 4.5479 4.4818  -0.09
C41 -3.9272 4.8222 -0.5163  -0.09
C42 -3.8209 -0.6653 -6.7586  -0.21
C43 1.0642 -3.0302 1.9357  -0.17
C44 -0.8369 0.2912 -4.7007  -0.02
C45 -2.4714 -0.9212 -3.3116  -0.01
C46 2.1320 4.6536 -1.5570  -0.08
C47 1.8527 1.3237 -8.8710  -0.15
C48 0.3995 0.9188 -4.8441  0.08
C49 0.8731 -4.3547 2.4092  -0.20
C50 2.3314 2.5488 5.4084  -0.09
C51 -1.4877 -3.9884 2.1215  -0.03
C52 2.0156 -5.1116 2.7427  -0.63
C53 -0.1214 4.1185 -0.8841  -0.38
C54 -2.0796 2.2276 0.1546  -0.26
C55 -1.8479 1.3805 1.3799  -0.44
C56 -2.1793 6.4379 -0.2724  -0.12
C57 -1.1777 0.4624 -7.0917  0.04
C58 4.6494 -1.1957 5.3479  -0.10
H1 1.1366 -2.6485 -0.5906  0.07
H2 4.6478 -2.0111 6.0620  0.10
H3 0.2008 4.0242 -4.2596  0.09
H4 1.2629 -1.5229 -3.2674  0.11
H5 1.6181 2.8817 -11.8171  0.18
H6 -5.2326 0.5796 -7.8316  0.07
H7 0.7505 -1.0658 3.5616  0.06
H8 1.0447 1.0840 -3.9771  0.10
H9 -1.6133 1.7974 -0.7333  0.05
H10 -1.4911 3.7075 -2.4893  0.11
H11 2.0770 3.4558 -10.3328  0.18
H12 -2.5157 -4.3201 2.1706  0.11
H13 -5.8282 5.5933 -1.1408  0.10
H14 3.4343 -1.4611 -1.1369  0.10
H15 1.3562 0.6549 -10.8597  0.14
H16 0.4578 0.1787 4.7899  0.09
H17 -3.8188 1.2316 2.3708  0.08
H18 -2.3710 0.1023 4.3650  0.08
H19 4.6492 1.6327 2.7390  0.11
H20 -0.6536 -5.8126 2.8563  0.07
H21 -3.1506 2.3330 -0.0116  0.06
H22 6.7801 0.9238 3.7966  0.10
H23 0.4590 3.3407 2.7185  0.05
H24 -0.2392 3.9678 -10.7432  0.13
H25 -0.5280 2.2124 -10.8868  0.14
H26 3.0211 1.2796 -10.7037  0.14
H27 -5.0243 1.0003 -6.1219  0.08
H28 2.0251 -3.0041 -2.6762  0.11
H29 -4.5717 -1.3941 -6.4598  0.12
H30 2.5067 3.7359 7.1852  0.09
H31 -0.1103 -2.0891 -1.4724  0.05
H32 4.1430 -5.2035 2.8323  0.09
H33 1.4694 4.5603 0.4833  0.10
H34 -0.0162 5.3220 4.1123  0.10
H35 -4.1138 -1.6385 -4.3908  0.13
H36 -3.3476 -1.0454 -7.6677  0.11
H37 -4.2931 3.8050 -0.4538  0.09
H38 2.1674 0.3387 -8.5303  0.15
H39 6.7697 -0.8968 5.4753  0.09
H40 -1.7491 0.2852 -7.9925  0.11
H41 3.1544 4.8919 -1.2927  0.10
H42 2.5216 4.6128 -3.6627  0.10
H43 2.9890 1.7741 5.7839  0.10
H44 -3.7790 1.4434 -7.2921  0.06
H45 -5.0498 7.9344 -1.2656  0.09
H46 2.5307 -1.2765 5.0426  0.10
H47 2.5234 2.0639 -8.4084  0.13
H48 -2.6989 8.4737 -0.6895  0.09
H49 3.7952 -1.3728 -2.8821  0.11
H50 -1.1517 6.6695 -0.0115  0.10
H51 1.0063 5.5201 6.3653  0.09
H52 -1.9844 -2.0307 1.3117  0.12
H53 -1.0508 2.9389 -8.5869  0.14
H54 0.5662 3.6431 -8.4142  0.14

---

no.,E_tot (eV)
1,-178326.4186
2,-79158.9799
3,-244468.1188